{
  "formula": "C16H24F6MgN8P",
  "method": "ωB97M-V/def2-TZVPD",
  "elements": ["Mg", "P", "F", "F", "F", "F", "F", "F", "C", "C", "N", "H", "H", "H", "C", "C", "N", "H", "H", "H", "C", "C", "N", "H", "H", "H", "C", "C", "N", "H", "H", "H", "C", "C", "N", "H", "H", "H", "C", "C", "N", "H", "H", "H", "C", "C", "N", "H", "H", "H", "C", "C", "N", "H", "H", "H"],
  "coordinates": [[-2.519, -0.972, 1.615], [0.238, 0.287, -0.210], [1.569, 1.033, -0.725], [1.200, -0.941, 0.292], [0.464, 0.969, 1.254], [-1.060, -0.553, 0.356], [-0.675, 1.518, -0.607], [0.084, -0.381, -1.648], [-6.045, -1.363, -1.351], [-4.813, -1.102, -0.612], [-3.856, -0.865, -0.024], [-6.713, -1.847, -0.639], [-5.850, -2.054, -2.169], [-6.409, -0.422, -1.754], [-1.449, 1.679, -3.396], [-1.625, 2.285, -4.713], [-1.763, 2.767, -5.750], [-1.940, 0.705, -3.406], [-1.821, 2.302, -2.593], [-0.388, 1.476, -3.265], [-0.643, -5.188, 0.981], [-1.402, -3.960, 1.065], [-1.958, -2.963, 1.133], [-1.282, -6.055, 1.153], [0.074, -5.240, 1.803], [-0.122, -5.244, 0.029], [4.118, 2.686, -2.500], [3.816, 4.123, -2.402], [3.564, 5.242, -2.312], [5.071, 2.428, -2.051], [3.999, 2.367, -3.528], [3.333, 2.282, -1.848], [3.954, -0.224, 2.760], [4.449, 1.131, 2.579], [4.802, 2.217, 2.464], [2.946, -0.371, 2.375], [4.022, -0.552, 3.793], [4.589, -0.857, 2.135], [0.726, -0.621, 4.839], [-0.368, -0.863, 3.927], [-1.238, -1.052, 3.214], [1.168, 0.350, 4.617], [1.468, -1.415, 4.758], [0.391, -0.617, 5.877], [-2.728, 3.570, 2.702], [-2.796, 2.172, 2.272], [-2.850, 1.083, 1.924], [-3.775, 3.849, 2.830], [-2.323, 4.131, 1.861], [-2.135, 3.659, 3.603], [2.213, -2.184, -3.268], [2.791, -0.996, -3.885], [3.256, -0.036, -4.306], [2.700, -3.086, -3.630], [1.139, -2.221, -3.423], [2.402, -2.067, -2.198]],
  "energy_ev": -59942.2548,
  "charge": 1,
  "multiplicity": 1,
  "gap_ha": 0.3202,
  "e_above_lowest_ev": 0.000
}